Record 1
{
  "formula": "C7H11IN",
  "method": "ωB97M-V with the def2-TZVPD basis set",
  "symbols": ["C", "H", "C", "H", "H", "C", "H", "I", "H", "C", "H", "H", "H", "N", "H", "C", "C", "C", "H", "H"],
  "coordinates": [[2.090, 0.475, -0.321], [-0.329, 2.305, -1.710], [0.865, -0.325, -0.044], [1.055, -0.531, 2.118], [0.731, -0.494, -2.185], [0.126, -0.593, -1.278], [-1.732, -0.785, 0.301], [3.288, 3.026, -1.688], [-1.432, 0.630, 1.334], [0.823, -1.086, 1.218], [-0.505, -1.546, -1.372], [1.668, -1.813, 1.081], [3.051, -0.102, 0.031], [-0.335, 0.481, -0.466], [-0.083, -1.487, 1.420], [-0.063, 1.825, -0.776], [-1.611, 0.260, 0.295], [1.975, 1.603, -0.961], [-2.415, 0.707, -0.269], [0.123, 2.594, 0.008]],
  "forces_ev_per_angstrom": [[2.00, -1.84, 1.43], [0.02, -0.82, -0.27], [0.59, 0.82, 0.19], [0.37, 0.65, -0.10], [-0.63, 0.89, 0.20], [0.06, -4.34, -1.75], [-0.47, -1.28, 0.26], [-0.41, -0.44, 0.42], [-0.56, -0.04, -0.99], [3.42, 0.13, -0.35], [0.47, 1.81, 0.45], [-1.07, 0.08, 0.48], [-1.57, 1.57, -0.65], [-1.04, 1.67, 0.54], [-2.58, -1.98, 0.28], [-3.49, 3.03, 0.63], [1.11, 0.74, 0.56], [4.15, 0.29, -1.33], [-0.16, 0.38, 0.20], [-0.19, -1.31, -0.18]],
  "lowdin_spin": [0.0748, 0.0253, 0.0390, 0.0013, 0.0016, 0.0064, 0.0061, 0.4011, 0.0009, 0.0064, 0.0002, 0.0033, 0.0290, 0.0689, 0.0001, 0.7020, 0.0431, 0.5627, 0.0044, 0.0234],
  "fmax_ev_per_a": 4.7,
  "spin_multiplicity": 3,
  "e_tot_ha": -625.2317,
  "s2": 2.014,
  "charge": 1,
  "e_lumo_ev": [-2.76, -6.99]
}



Record 2
{
  "formula": "C36H63ClN8O5",
  "method": "ωB97M-V with the def2-TZVPD basis set",
  "symbols": ["C", "H", "H", "H", "C", "C", "C", "H", "H", "H", "H", "H", "C", "H", "C", "H", "H", "H", "C", "N", "N", "C", "H", "H", "H", "C", "O", "N", "C", "N", "H", "C", "H", "H", "H", "H", "O", "C", "H", "C", "H", "C", "C", "H", "H", "Cl", "C", "H", "C", "C", "C", "N", "H", "H", "C", "H", "H", "H", "H", "H", "H", "H", "N", "H", "H", "C", "H", "C", "C", "H", "C", "H", "O", "H", "H", "H", "C", "H", "C", "H", "H", "H", "C", "H", "H", "N", "H", "H", "H", "H", "O", "H", "N", "O", "H", "C", "H", "H", "C", "C", "H", "C", "C", "C", "C", "H", "H", "H", "C", "C", "H", "H", "H"],
  "coordinates": [[2.892, -33.777, -21.510], [1.188, -31.460, -18.168], [0.800, -36.930, -16.445], [-1.442, -37.708, -15.385], [3.675, -33.724, -22.871], [3.050, -37.871, -23.423], [0.693, -38.896, -13.658], [5.463, -35.432, -20.474], [4.826, -36.761, -17.644], [1.178, -38.721, -16.584], [-2.446, -33.616, -18.831], [1.754, -26.368, -22.354], [-2.276, -31.242, -20.428], [4.391, -37.407, -19.141], [1.180, -35.822, -28.904], [-3.381, -32.929, -21.388], [2.144, -33.720, -19.023], [9.264, -29.908, -18.854], [3.305, -37.424, -24.708], [0.368, -39.708, -12.980], [5.060, -29.394, -17.734], [-0.734, -28.209, -22.102], [-1.214, -38.450, -16.997], [2.985, -34.807, -21.166], [8.290, -29.739, -20.941], [-2.172, -33.916, -19.842], [7.285, -32.352, -22.871], [4.504, -36.689, -24.680], [6.482, -28.870, -19.846], [3.563, -32.845, -20.445], [2.102, -30.693, -19.356], [5.734, -29.186, -18.695], [0.024, -36.107, -27.044], [8.182, -33.620, -17.931], [3.292, -32.535, -18.339], [2.113, -38.371, -23.225], [8.154, -34.131, -24.172], [4.997, -33.332, -20.009], [5.885, -28.627, -20.725], [3.853, -31.476, -21.070], [-3.081, -30.959, -19.750], [-2.460, -32.709, -20.849], [2.462, -35.247, -29.046], [8.905, -34.260, -16.456], [8.560, -31.514, -19.152], [8.126, -33.468, -22.876], [2.900, -34.857, -27.780], [3.529, -32.826, -23.473], [5.064, -36.762, -23.425], [1.434, -28.525, -22.196], [0.272, -29.169, -21.960], [0.887, -35.911, -27.532], [1.812, -35.135, -25.768], [4.730, -31.545, -21.713], [-0.803, -38.348, -15.993], [4.337, -37.929, -21.697], [9.623, -37.271, -19.172], [0.082, -30.197, -21.691], [0.441, -36.076, -29.649], [4.161, -30.723, -20.345], [2.914, -35.088, -30.013], [4.810, -36.134, -25.466], [9.338, -38.038, -16.099], [3.141, -36.894, -18.046], [9.301, -35.003, -19.414], [1.118, -37.800, -14.541], [-0.891, -39.372, -15.628], [1.610, -31.644, -19.156], [8.343, -30.449, -19.075], [3.338, -34.549, -23.498], [7.519, -29.997, -20.215], [2.780, -37.656, -25.623], [4.055, -35.248, -18.937], [5.520, -32.544, -19.467], [6.940, -27.883, -19.776], [2.191, -37.615, -14.485], [8.472, -34.536, -17.418], [7.534, -35.027, -17.157], [4.111, -36.610, -18.453], [-1.741, -32.832, -21.659], [6.916, -30.725, -20.758], [5.996, -36.251, -23.232], [9.207, -37.534, -17.064], [5.928, -34.645, -18.879], [-2.374, -30.641, -21.332], [1.194, -27.204, -22.261], [7.758, -30.515, -18.158], [-1.802, -28.349, -22.036], [10.387, -35.250, -18.065], [2.460, -28.857, -22.258], [7.739, -34.450, -21.885], [3.776, -34.376, -27.371], [0.171, -34.943, -20.035], [9.384, -32.826, -22.604], [5.554, -33.358, -20.946], [-0.851, -34.519, -19.929], [4.742, -33.912, -22.754], [2.929, -31.116, -21.522], [8.994, -36.864, -18.380], [2.626, -32.754, -19.174], [7.981, -37.054, -18.733], [9.350, -35.352, -18.383], [0.675, -37.930, -16.029], [4.273, -37.617, -22.729], [-0.147, -27.033, -22.316], [1.875, -33.437, -21.704], [0.917, -31.855, -19.971], [-2.994, -34.627, -19.925], [1.915, -35.269, -26.834], [5.155, -34.817, -19.629], [-1.307, -31.053, -19.965], [-0.520, -26.048, -22.555], [0.664, -36.916, -14.096]],
  "forces_ev_per_angstrom": [[2.16, 0.65, -1.27], [-0.36, -0.72, -0.14], [0.14, -0.25, -0.41], [0.08, 0.08, -0.06], [-0.34, -0.27, 0.44], [1.10, -0.08, -2.38], [2.22, 4.18, -3.83], [-0.07, -0.06, 0.00], [0.25, 0.61, 0.26], [0.53, 0.38, 0.10], [0.86, 0.42, 0.35], [0.67, -0.84, -0.18], [-0.89, -0.82, 0.25], [-0.07, 0.50, -0.91], [0.76, 0.25, 1.14], [-0.36, 0.37, 0.52], [0.42, 0.00, -0.31], [-0.18, 0.14, -0.32], [0.67, 0.92, 0.64], [-1.75, -4.24, 3.54], [2.67, 0.56, -3.80], [-2.17, -0.64, 0.35], [-0.09, 0.47, -0.13], [-0.50, 0.30, 0.43], [-0.64, 0.84, -0.55], [-1.73, 1.41, 0.09], [-4.30, 1.75, -0.06], [-1.35, -0.69, -0.53], [2.26, 0.67, -2.41], [0.26, 0.33, 0.66], [-0.05, 0.10, -0.24], [-3.86, -0.71, 4.81], [0.00, -0.18, -0.69], [0.01, 0.24, 0.19], [0.31, -0.45, -0.11], [0.45, -0.37, 0.61], [-0.31, 0.33, 0.78], [-0.88, -0.80, -2.79], [-0.69, -0.64, 0.04], [-0.36, -0.21, 0.55], [0.16, 0.25, 0.16], [1.46, -1.02, -0.63], [-2.07, -0.54, -0.49], [0.40, -0.13, -0.19], [0.63, -0.01, -0.56], [2.86, -0.52, -1.47], [-1.36, -0.74, 3.13], [-0.01, 0.17, 0.33], [0.17, -0.38, -1.35], [2.65, -0.50, 0.98], [-0.55, -1.20, -0.16], [1.64, 1.58, -0.41], [0.31, -0.05, -0.10], [-0.50, -0.36, -0.52], [-0.08, -0.42, -0.83], [0.58, 0.23, 0.10], [0.17, -0.61, 0.37], [0.37, -0.03, -0.34], [0.23, -0.26, 0.09], [-0.29, -0.40, 0.64], [0.12, 0.04, 0.18], [0.23, -0.19, 0.25], [0.93, -3.44, 6.79], [-0.12, 0.42, -0.18], [-0.25, 0.07, 0.08], [0.27, 0.15, -0.33], [0.10, 0.07, 0.41], [0.62, 0.52, -1.30], [-0.41, -1.91, 1.92], [-0.27, -0.15, 0.17], [-0.41, 1.04, -0.97], [0.02, 0.52, 0.02], [-1.69, -2.19, 0.64], [-0.71, -0.23, 0.80], [0.46, -0.01, 0.84], [0.07, -0.34, 0.24], [-0.45, 0.42, -0.47], [-0.06, -0.30, -0.16], [0.05, 0.05, 0.48], [0.25, -0.27, -0.11], [0.31, -0.68, 0.47], [0.02, -0.16, 0.21], [-1.07, 3.83, -7.80], [1.05, -0.98, -0.27], [0.09, 0.11, 0.11], [-0.57, 1.50, -1.14], [-0.09, 0.55, 0.37], [0.08, -0.13, -0.02], [0.09, -0.07, -0.14], [-0.10, -0.23, 0.22], [-0.21, 0.03, 0.57], [0.25, 0.08, -0.73], [4.81, -2.02, -0.44], [1.41, -1.59, 0.55], [0.09, 0.52, -0.24], [-5.11, 2.21, 0.51], [0.04, 0.20, 0.11], [0.29, -0.09, -0.38], [0.61, 0.42, -0.13], [1.01, 0.20, 0.49], [-0.17, 0.16, 0.29], [-0.25, -0.55, 1.08], [-1.35, -0.25, 1.50], [-1.72, 0.23, 2.54], [-0.03, 2.21, -0.02], [0.02, -0.11, 0.63], [-0.65, 0.39, 0.39], [0.46, -0.60, -0.77], [0.14, -0.09, -2.12], [0.74, 2.02, 1.40], [-0.08, -0.04, 0.01], [-0.27, -0.13, 0.29], [-0.13, 0.20, -0.22]],
  "lowdin_charge": [-0.1030, 0.0989, 0.0978, 0.0799, -0.0491, -0.0973, -0.2641, 0.1271, 0.0842, 0.1091, 0.1142, 0.1581, -0.0986, 0.0800, -0.1154, 0.1034, 0.0882, 0.0886, -0.1423, 0.1580, 0.1509, -0.1258, 0.0677, 0.1118, 0.1211, -0.1553, -0.3827, 0.0212, -0.1917, -0.1718, 0.0677, -0.2597, 0.1379, 0.0454, 0.1258, 0.0882, -0.3633, -0.0537, 0.1153, -0.0047, 0.0752, -0.2211, -0.1167, 0.0755, 0.0679, 0.6015, -0.1166, 0.0811, -0.1402, -0.1566, -0.1141, 0.0021, 0.0897, 0.0948, -0.1269, 0.0763, 0.1133, 0.0717, 0.0960, 0.0780, 0.0901, 0.1398, 0.1450, 0.0765, 0.0990, -0.1842, 0.0696, -0.0764, -0.1137, 0.0594, -0.2318, 0.0975, -0.1911, 0.1331, 0.1243, 0.1114, -0.1028, 0.0571, -0.0507, 0.0924, 0.0777, 0.1074, -0.2442, 0.1143, 0.0619, 0.0199, 0.0622, 0.0956, 0.1081, 0.1024, -0.3941, 0.0857, 0.1828, -0.3642, 0.0798, -0.2190, 0.0630, 0.0884, -0.1734, -0.1504, 0.1034, -0.2267, -0.2361, -0.1332, -0.1550, 0.1110, 0.0525, 0.1119, -0.1465, -0.2107, 0.0543, 0.1182, 0.1158],
  "fmax_ev_per_a": 8.8,
  "spin_multiplicity": 1,
  "e_tot_ha": -2683.4426,
  "charge": 0,
  "e_lumo_ev": -0.09
}



Record 3
{
  "formula": "C3H4N2OS",
  "method": "ωB97M-V with the def2-TZVPD basis set",
  "symbols": ["N", "H", "C", "C", "H", "H", "O", "N", "C", "H", "S"],
  "coordinates": [[-0.383, 1.958, -0.624], [0.107, 1.600, 1.475], [0.487, -0.559, -1.167], [-0.213, -1.087, 1.219], [-0.641, 1.296, -1.398], [0.928, 0.368, -1.474], [-0.044, -2.188, 1.406], [-0.011, -0.276, 0.081], [-0.184, 1.178, 0.417], [-0.474, -0.351, 2.081], [0.426, -1.939, -2.017]],
  "forces_ev_per_angstrom": [[-0.46, -2.16, 2.71], [-0.78, -1.18, -2.22], [-0.02, -0.87, -0.04], [-0.78, 7.02, 0.97], [0.22, 1.23, 0.49], [0.66, 0.04, -1.02], [0.85, -6.46, 0.19], [-0.82, 1.62, 2.30], [1.09, 1.12, -2.97], [0.00, -0.95, -0.93], [0.05, 0.57, 0.51]],
  "nbo_charge": [-0.5900, 0.2273, -0.1301, 0.5880, 0.3401, 0.1983, -0.4761, -0.5296, 0.2354, 0.0792, 0.0576],
  "fmax_ev_per_a": 7.1,
  "spin_multiplicity": 1,
  "e_tot_ha": -699.5780,
  "charge": 0,
  "e_lumo_ev": -0.75,
  "smiles": "[H]/N=C\\N(C=O)C=S"
}



Record 4
{
  "formula": "CH23O11",
  "method": "ωB97M-V with the def2-TZVPD basis set",
  "symbols": ["H", "H", "O", "C", "H", "H", "H", "H", "O", "H", "H", "H", "H", "H", "O", "H", "H", "H", "O", "H", "O", "O", "O", "O", "H", "O", "H", "H", "H", "H", "O", "O", "H", "H", "H"],
  "coordinates": [[0.570, 0.634, 1.006], [1.306, -1.471, 1.355], [-3.668, 2.198, -1.230], [-0.650, -1.211, 0.413], [-2.474, -1.661, -1.601], [-2.834, -2.387, -2.705], [2.453, 1.589, -1.548], [-0.361, -1.339, 1.469], [2.335, 0.680, -1.821], [1.572, -0.743, 3.556], [2.951, 0.565, 1.258], [3.022, 0.492, -0.103], [-1.000, -1.352, -2.732], [-3.381, 1.772, -2.061], [0.750, 1.389, 1.624], [-0.699, 1.241, -2.613], [0.422, -1.377, -2.061], [-0.819, -2.152, -0.065], [-2.101, 1.675, 0.925], [2.837, -1.825, 1.612], [1.285, -0.076, 4.206], [0.438, -0.501, -0.119], [2.076, -1.286, 1.864], [-0.703, 1.466, -1.654], [-1.850, 0.776, 0.705], [3.586, 0.724, 0.617], [-0.303, 0.741, -1.213], [1.600, 0.277, -1.279], [-1.474, -0.549, 0.324], [0.774, 1.033, 2.476], [-2.853, -1.462, -2.475], [-0.095, -1.600, -2.888], [-1.481, 2.198, 0.466], [1.974, -0.168, 4.864], [-3.205, 1.709, -0.570]],
  "forces_ev_per_angstrom": [[0.34, 0.27, -0.11], [-0.40, -0.20, -1.51], [-0.93, 0.20, -2.06], [2.48, 1.35, 0.33], [-0.19, 1.18, 0.41], [-0.44, -0.67, -1.32], [-0.34, 0.26, 0.20], [-1.28, -0.52, 0.25], [-0.54, -0.97, 0.01], [-0.15, 0.21, -0.40], [-1.76, -0.14, 2.88], [0.07, -0.25, -1.68], [-0.47, 0.39, 0.10], [-0.18, 0.41, 0.62], [-0.06, 1.02, -1.95], [0.19, 0.18, 1.16], [-0.93, -0.07, -0.92], [-0.35, -0.97, -0.36], [-1.73, -0.86, 0.98], [-0.58, 0.16, -0.31], [0.11, -0.47, 0.16], [-0.04, -0.67, -1.12], [1.56, -0.24, 1.97], [-1.26, 1.54, -2.20], [0.18, 0.24, 0.32], [2.35, 0.52, -0.92], [1.10, -1.74, 1.03], [0.60, 0.65, -0.50], [-1.59, -0.36, 0.12], [0.08, -0.72, 2.24], [0.29, -0.53, 1.10], [1.67, -0.24, 0.71], [1.39, 1.03, -0.79], [0.04, 0.31, 0.34], [0.75, -0.29, 1.22]],
  "nbo_charge": [0.4828, 0.5043, -0.9667, -0.2323, 0.4694, 0.4644, 0.4763, 0.1439, -0.9828, 0.4968, 0.4779, 0.4706, 0.4679, 0.4590, -1.0093, 0.4713, 0.4957, 0.1457, -0.9323, 0.4889, -0.9714, -1.0255, -0.9838, -0.9899, 0.4531, -0.9749, 0.4881, 0.5060, 0.1150, 0.4677, -0.9166, -0.9960, 0.4942, 0.4578, 0.4845],
  "fmax_ev_per_a": 3.4,
  "spin_multiplicity": 1,
  "e_tot_ha": -879.5590,
  "charge": -1,
  "e_lumo_ev": 2.76
}